11 unconnected molecules or ions with the total composition C71H54Cl20O4PS2 at a distorted geometry, computed with wB97M-V/def2-TZVPD.

Output
- Electronic energy: -13380.6530 hartree
- LUMO level: 1.510 eV
- Total charge: -1
- Kohn-Sham gap: 5.466 eV
- HOMO level: -3.96 eV

Structure (XYZ):
```
152
C71H54Cl20O4PS2 (wB97M-V/def2-TZVPD)
H -2.13160 0.82093 -3.40545
C -1.93505 7.13069 -10.59378
Cl 2.55110 1.80622 1.06152
H 0.12221 5.57089 -8.40703
Cl -1.51486 8.73064 -12.71775
C -3.40048 -2.92940 12.95599
C -3.97128 -2.30694 11.85963
C 3.64953 -4.91493 0.68339
Cl -3.90963 -0.98060 9.51981
Cl -4.96180 7.11650 -3.83181
C 3.14846 -8.04614 3.62427
H -5.08852 3.93008 -3.41701
Cl -0.74925 -1.11818 9.79945
C -1.34453 -3.26063 5.76451
Cl -0.67576 -4.47788 3.45126
S 4.30834 -1.70823 -2.26710
H 3.84328 -3.65225 2.41426
S -0.41209 -0.21224 -1.54998
H 5.43380 -0.26583 -5.90336
Cl -4.70721 5.65127 -7.65686
C 0.68119 -2.50285 4.72873
C -2.55257 -10.17942 9.45058
C -3.43353 8.53774 -2.13774
H 3.54685 2.95584 -8.01040
Cl 3.66748 -10.04620 5.35558
C 5.28479 -5.23733 2.40799
H 0.65525 -7.45639 1.42148
C 0.86423 -1.59182 5.75775
H -8.26095 8.28425 -5.64814
H 2.39056 -0.40547 -1.88179
H 6.41157 0.19540 -1.53581
C 5.22653 -6.72569 0.52784
H 5.90105 5.32781 1.01281
H -4.03601 1.96425 -2.32091
C -1.54051 6.34683 -9.52327
C -6.70417 7.10874 -6.51708
C 4.99910 4.93855 0.56144
H -0.19583 -12.19124 8.10226
H 6.60087 -6.91841 2.16093
C 5.57435 0.33826 -0.85181
H -0.13640 -2.48003 12.18430
C -4.25991 3.41649 -3.88877
C -0.96177 -11.42962 8.15851
H 3.71781 -6.28946 -0.94833
H -0.83674 -2.76202 0.88853
H -1.88444 -2.30541 7.59211
C 0.79211 -9.17685 2.69737
O 2.68362 -3.04564 -0.40673
H -4.22942 4.72872 -5.59539
C 4.77728 -0.95340 -0.69281
C -1.32888 -10.72521 7.02003
H -2.20747 9.67400 -0.80548
C -7.40564 8.28865 -6.30898
C -2.91767 -9.47038 8.31430
C -2.13111 2.12252 -5.10388
H -2.98468 7.25782 -10.82270
Cl 0.95172 -11.33141 4.30868
C 4.59100 1.32467 -7.07986
C -2.72616 3.21773 -5.71750
C 2.40700 -7.40000 2.65000
C -7.00706 9.45536 -6.93600
H 5.60393 -7.58476 -0.01404
C 4.43960 3.76959 1.05596
C -5.60599 7.09791 -7.36000
Cl 1.58506 3.77219 -6.13072
H 1.81230 6.69435 -9.81697
H -2.94815 8.42802 1.20763
C 2.68937 3.91725 -0.58050
C 4.16494 -6.01212 -0.00254
C -3.78635 3.87020 -5.10896
C -3.33999 8.17286 0.23262
C 2.51948 -1.43070 -2.23507
H -4.58583 6.59438 0.98034
H 5.25139 1.16793 -7.92260
H 4.84756 6.50454 -0.88682
H -2.28473 5.86432 -8.90967
C -2.92656 8.87120 -0.89404
H 1.79192 3.50811 -1.02138
C 2.78724 2.52882 -6.05803
H 5.72819 -4.94354 3.35188
C -1.21298 -2.43391 12.10052
H 5.30017 -1.69961 -0.09066
Cl -4.12851 -8.23612 8.37939
C -2.30519 -9.74690 7.10040
C 5.77974 -6.34773 1.74375
H 2.73277 -6.45417 2.24710
C -4.76433 6.80758 -1.13722
H -5.04576 -2.25337 11.75616
H -4.03501 -3.36460 13.71573
Cl 1.86597 1.95230 -3.56105
C 4.40551 5.59458 -0.50357
C -5.89944 9.44702 -7.77573
Cl -3.29937 -9.86803 10.98179
H 1.72912 -0.94307 5.74017
H 2.78307 5.58373 -1.91306
H 3.84892 -0.74407 -0.15711
C -5.20333 8.27041 -7.98656
C -1.78335 -1.80767 11.00195
Cl -5.91289 5.52013 -1.24989
C -3.16497 -1.74590 10.88016
C 2.44262 -4.24415 0.07648
C 3.63836 2.32924 -7.13398
C 0.36472 7.60239 -11.10045
C 0.75905 6.81317 -10.02923
C 4.69239 0.52092 -5.95090
C 3.84611 0.72057 -4.87378
H 0.11451 -0.80222 7.59103
Cl 5.21647 2.96919 2.38150
C -3.67047 2.31893 -3.27521
C -4.25746 7.14407 0.10967
C 3.24960 5.08119 -1.07644
O 1.38309 -4.84318 0.07686
H -0.85099 -10.93634 6.07224
H 3.92076 0.09484 -3.98644
C -4.35225 7.50528 -2.26278
C -1.15812 -2.35469 6.79419
Cl -7.22227 5.67762 -5.69890
H 4.06672 -7.60907 3.99004
Cl 1.83488 -2.58360 3.44288
C -0.98467 7.75969 -11.38473
H -1.29349 -11.70253 10.26132
C 1.22873 -7.96694 2.18448
C -0.19024 6.18575 -9.24110
H -5.57804 10.35555 -8.26651
H -7.55820 10.37045 -6.76757
C -1.57301 -11.15802 9.37034
H -4.33990 8.25305 -8.63766
C -2.01902 -2.99445 13.07581
C 2.89407 1.72815 -4.92586
P 0.43545 -1.65793 -0.52045
O 0.98452 -1.03199 0.89600
Cl -2.11806 3.77617 -7.25753
C 2.71499 -9.25969 4.13724
H -2.20679 -3.91256 5.75898
O -0.69735 -2.71793 -0.06204
H -3.11694 9.07333 -3.02168
H 2.17864 -1.49938 -3.26956
C 1.70933 -2.45906 -1.38839
H 0.61065 -1.43494 1.68695
C 3.28050 3.25639 0.48752
C -0.42475 -3.34060 4.72986
Cl -0.79389 1.30871 -5.81957
C -2.60401 1.67325 -3.87829
H 4.91795 1.13405 -1.20607
C -0.05016 -1.51555 6.79597
Cl 1.57906 8.37810 -12.06056
C 1.53434 -9.82237 3.67493
H 5.97826 0.63085 0.12306
H -1.56786 -3.48274 13.92859
C 4.22361 -4.51121 1.88096
H -2.59592 -9.19018 6.22050
H -0.12613 -9.62498 2.34348
```

---

A molecular structure, C24H50BiN2OPSSbSe4Si2 at a distorted geometry, computed with wB97M-V/def2-TZVPD.

Output
- Energy relative to the best compared isomer or geometry (same formula, charge and spin): 0.0 kJ/mol
- Electronic energy: -12508.5205 hartree
- LUMO level: 2.055 eV
- Total charge: -1
- Kohn-Sham gap: 6.974 eV
- HOMO level: -4.92 eV

Structure (XYZ):
```
87
C24H50BiN2OPSSbSe4Si2 (wB97M-V/def2-TZVPD)
H 3.46192 -0.95564 -1.34179
H -0.91537 3.08743 1.28684
H 2.62601 0.70627 3.57859
H 2.54184 -4.62153 0.11399
C -5.48281 3.43803 -1.58315
Sb -2.72686 -1.40072 -5.22637
H -0.15416 0.31536 4.47465
C -1.89953 -2.47612 -0.84911
H 2.84777 5.59640 0.85507
H 3.23310 -3.43685 -1.59881
H -2.78632 -3.11230 -0.76917
H 0.33923 -5.09988 -0.55292
C -4.11648 3.53629 -1.61948
Se -2.46171 0.40769 -3.43807
Se -1.61549 -0.86901 -7.26061
H -6.07481 4.10489 -2.19259
C 2.53593 -0.81189 -1.89189
Si 0.62007 1.98480 2.82555
S -2.82096 0.68087 0.75957
C -5.25040 1.63748 -0.03769
H 3.99823 -2.36845 1.81945
O -2.02892 2.88290 -0.93943
H 1.22602 -1.34563 2.61245
C -1.19140 -3.49655 1.25868
H 2.96791 -4.55619 1.81916
H -0.34625 4.55751 -1.55470
C 2.38038 3.01218 -0.83442
H 0.84290 2.95668 5.09044
H 2.92839 2.22960 -0.30163
P 0.75249 -2.03587 -0.08793
H 1.34583 4.15236 3.89230
H 2.43395 0.68610 1.82434
Bi -0.51115 1.09984 -0.41905
C 1.99547 -2.76704 1.15440
H -0.69589 5.46504 -0.09503
C 0.07773 2.63441 1.16108
C 0.11703 5.06100 -0.70184
C 0.61496 3.37252 4.10393
H -7.14111 2.36124 -0.71751
H 1.72099 -4.17132 -2.14515
H -0.40948 -4.38315 -1.99156
C 2.21741 4.94113 1.46373
H 3.88396 -2.45731 0.06905
H -1.75940 -2.29061 -1.91005
C 2.19953 -4.28378 1.08800
C 1.57579 -2.00794 -1.80029
H 0.71101 -3.00206 2.92607
C 2.33886 -3.27685 -2.19790
H -1.52918 1.12329 3.70579
H 3.11279 3.72319 -1.22651
H -1.28085 -2.57668 1.83933
N -3.32455 2.72074 -0.88373
H -0.13406 -0.91365 -2.61912
C -6.06637 2.47088 -0.76589
C -0.51282 -4.52909 -0.91723
C -0.72820 -3.20423 -0.17746
C 3.37118 -2.10679 0.96251
H -1.40804 -5.14182 -0.77420
H -0.37210 3.83894 4.16574
H 2.07538 0.10609 -1.53208
H 1.29755 -4.83801 1.34563
C -0.54305 0.68983 3.52261
H 2.66064 -3.16591 -3.23789
H -5.65688 0.85578 0.58794
H -3.56169 4.24298 -2.21583
H 0.71805 5.89530 -1.07313
H -0.14712 -2.62746 -3.03335
N 0.35291 -0.61749 0.46432
H 3.10181 2.11867 2.62541
C 1.53345 -2.38846 2.57388
H 1.89096 2.55289 -1.69857
Se -4.59760 0.19895 -4.55135
H 2.37209 -2.53388 3.26201
H -2.18192 -3.95603 1.20549
H -2.12863 -1.54090 -0.35033
C -3.85976 1.75134 -0.10217
H -0.66397 -0.15159 2.83754
H 0.98912 -1.54153 -3.81609
Se -2.98316 -3.61488 -4.37236
H 1.59892 5.57569 2.10277
C 0.49767 -1.76710 -2.86512
H 2.87355 4.34849 2.10604
H 3.30029 -1.02504 0.92376
Si 1.16652 3.88638 0.31096
C 2.36470 1.31216 2.70703
H -0.53864 -4.19009 1.78789
H 2.79482 -0.66232 -2.94345
```

---

A single C6H12O2 molecule at a distorted geometry, computed with wB97M-V/def2-TZVPD.

Output
- Energy relative to the best compared isomer or geometry (same formula, charge and spin): 122.4 kJ/mol
- Electronic energy: -386.2735 hartree
- LUMO level: 0.771 eV
- Total charge: 0
- Kohn-Sham gap: 10.342 eV
- HOMO level: -9.57 eV

Structure (XYZ):
```
20
C6H12O2 (wB97M-V/def2-TZVPD)
H -1.28071 0.28984 -1.77147
H -1.93863 1.80680 -1.13231
O -0.89562 1.68557 1.21135
H -1.26392 -2.22863 0.14099
H -0.17420 -0.76844 1.79581
C -0.00104 -0.58239 0.72733
C -0.25547 -1.86816 -0.04376
H -0.12406 -1.72173 -1.11106
C -1.12242 1.09495 -1.06098
H 1.50093 0.88983 1.19274
C 1.41625 -0.03585 0.59641
H 0.44932 -2.63255 0.27583
H -2.04226 0.10120 0.58083
H 2.15451 -0.76177 0.93504
H -0.21002 1.63372 -1.29204
H -0.98675 1.39874 2.12285
C -1.06240 0.56505 0.36017
O 1.56060 -0.33115 -1.83363
H 2.48663 1.16878 -0.86167
C 1.78927 0.29619 -0.83242
```